*i*
The following is a quantum chemistry calculation of an isolated molecule of C7H13NSi, from OMol25.

Summary:
SMILES	C/C=C(/C#N)[Si](C)(C)C
multiplicity	1
frontier orbital gap	10.7494	eV
total charge	0

Last columns: bonded neighbours and bond lengths (Å).
Atoms and positions in Å:
1 C 1.0836 2.4245 0.4265  C2 1.530, H10 1.165, H11 1.089, H12 1.186
2 C 2.0391 1.2426 0.6024  C1 1.530, C3 1.305, H13 1.156
3 C 1.4710 0.0689 0.5528  C2 1.305, C4 1.849, Si6 1.873
4 C 2.7250 -1.2450 0.8984  C3 1.849, N5 1.134
5 N 3.4104 -2.1238 1.1051  C4 1.134
6 Si -0.1038 -0.6862 -0.1230  C3 1.873, C7 1.916, C8 1.933, C9 1.938
7 C -0.9883 -1.5783 1.3239  Si6 1.916, H14 1.016, H15 1.061, H16 1.115
8 C 0.4637 -2.0345 -1.3866  Si6 1.933, H17 1.010, H18 1.047, H19 1.175
9 C -1.4724 0.6007 -0.6006  Si6 1.938, H20 1.116, H21 0.991, H22 1.108
10 H 1.7101 3.3580 0.1197  C1 1.165
11 H 0.2043 2.3119 -0.2055  C1 1.089
12 H 0.6673 2.6443 1.5150  C1 1.186
13 H 3.1364 1.5376 0.8159  C2 1.156
14 H -0.4834 -2.3503 1.7487  C7 1.016
15 H -1.2238 -0.9736 2.1636  C7 1.061
16 H -1.9576 -2.0309 1.0080  C7 1.115
17 H 0.8678 -2.7603 -0.8116  C8 1.010
18 H -0.3521 -2.3354 -1.9705  C8 1.047
19 H 1.3502 -1.5821 -2.0110  C8 1.175
20 H -1.1859 1.4136 -1.3095  C9 1.116
21 H -2.1829 0.1018 -1.0789  C9 0.991
22 H -1.8532 1.0941 0.3149  C9 1.108

***

*ii*
The following is a quantum chemistry calculation of an isolated molecule of C7H13NSi, from OMol25.

Summary:
SMILES	C[Si](C)(C)C1(C#N)CC1
multiplicity	1
frontier orbital gap	10.8828	eV
total charge	0

Last columns: bonded neighbours and bond lengths (Å).
Atoms and positions in Å:
1 C 1.5312 0.0865 -1.6822  Si2 1.975, H10 1.123, H11 1.099, H12 1.002
2 Si 0.6681 0.5951 0.0201  C1 1.975, C3 1.846, C4 1.970, C5 1.948
3 C 1.7780 -0.1084 1.3168  Si2 1.846, H13 1.083, H14 1.114, H15 1.108
4 C 0.0124 2.4303 0.3062  Si2 1.970, H16 1.091, H17 1.053, H18 1.061
5 C -1.0206 -0.3759 -0.0188  Si2 1.948, C6 1.578, C8 1.520, C9 1.458
6 C -2.1454 0.2576 -0.9266  C5 1.578, N7 1.157
7 N -2.8585 0.6807 -1.7334  C6 1.157
8 C -1.6460 -1.2325 1.0700  C5 1.520, C9 1.570, H19 1.042, H20 1.142
9 C -1.1188 -1.8047 -0.2936  C5 1.458, C8 1.570, H21 1.106, H22 1.101
10 H 2.6339 0.2709 -1.7902  C1 1.123
11 H 1.3744 -0.9958 -1.5696  C1 1.099
12 H 0.9899 0.5057 -2.4141  C1 1.002
13 H 2.2184 0.5241 2.0773  C3 1.083
14 H 1.0425 -0.7763 1.8212  C3 1.114
15 H 2.4994 -0.8484 0.9182  C3 1.108
16 H 0.7902 3.0848 -0.0908  C4 1.091
17 H -0.8952 2.6459 -0.1813  C4 1.053
18 H -0.0586 2.5531 1.3578  C4 1.061
19 H -2.6477 -1.4615 1.2451  C8 1.042
20 H -0.9071 -1.4926 1.9014  C8 1.142
21 H -0.2372 -2.4541 -0.4470  C9 1.106
22 H -2.0033 -2.0843 -0.8864  C9 1.101

***

Which structure above is the least stable one? *i* is the least stable one.